Run w
Entry from the Open Molecules 2025 dataset: an isolated molecule of C5H7NS2 (wB97M-V/def2-TZVPD).

Each line ends with the natural charge from an NBO analysis.
CARTESIAN COORDINATES (ANGSTROEM)
C  -3.239  -1.432  0.448  -0.4104
C  -2.202  -0.580  0.565  -0.3429
C  -0.031  0.863  -0.151  -0.0374
C  0.678  1.793  0.663  -0.4554
C  1.737  -0.976  -0.405  -0.1665
H  -3.937  -1.164  -0.479  0.1946
H  -3.693  -2.114  1.178  0.2293
H  -1.582  -0.609  1.384  0.2019
H  0.026  2.777  0.748  0.2256
H  1.734  1.623  1.052  0.2568
H  -0.055  -0.933  -1.088  0.3962
H  1.777  -1.936  -0.844  0.1950
N  0.540  -0.259  -0.712  -0.5932
S  -1.749  0.825  -0.469  0.2752
S  3.017  -0.440  0.238  0.0312

Properties
SMILES string ... C=CSC(=C)NC=S
Orbital gap ... 8.60 eV

Run x
Entry from the Open Molecules 2025 dataset: an isolated molecule of C5H7NS2 (wB97M-V/def2-TZVPD).

Each line ends with the natural charge from an NBO analysis.
CARTESIAN COORDINATES (ANGSTROEM)
C  -2.459  0.880  0.766  -0.7098
C  -1.594  0.034  -0.060  -0.0707
C  -0.124  0.602  -0.328  0.0623
C  1.738  -1.496  -0.282  -0.2009
C  2.452  -0.282  -0.163  -0.2344
H  -2.332  1.759  0.006  0.2832
H  -2.304  1.163  1.767  0.2479
H  -3.511  0.475  0.759  0.2392
H  1.886  -2.128  0.691  0.2074
H  1.629  -2.008  -1.169  0.2229
H  2.859  0.322  -0.984  0.2257
H  2.853  0.001  0.883  0.2140
N  0.992  -0.228  0.035  -0.4311
S  -2.175  -1.241  -0.982  0.0280
S  0.090  2.148  -0.938  -0.0838

Properties
SMILES string ... CC(=S)C(=S)N1CC1
Orbital gap ... 7.87 eV

Q: Which of them is the least stable? A: run x.

Run w
Entry from the Open Molecules 2025 dataset: an isolated molecule of C5H7NS2 (wB97M-V/def2-TZVPD).

Each line ends with the natural charge from an NBO analysis.
CARTESIAN COORDINATES (ANGSTROEM)
C  -1.610  0.623  0.440  -0.6233
C  1.026  0.856  -0.045  -0.4010
C  2.366  0.346  0.547  -0.3772
C  1.051  -0.497  0.625  -0.4212
C  -1.757  -0.246  -0.865  0.0722
H  -1.466  -0.085  1.292  0.2316
H  -2.497  1.217  0.852  0.2543
H  0.988  0.774  -1.045  0.2127
H  3.153  0.072  -0.154  0.2249
H  2.868  0.921  1.446  0.2386
H  0.827  -0.421  1.743  0.2308
H  -2.618  -0.093  -1.481  0.1948
N  -1.062  -1.350  -1.156  -0.5676
S  -0.309  1.921  0.483  0.2395
S  0.291  -1.885  -0.406  0.4911

Properties
SMILES string ... C1=NS[C@H]2C[C@@H]2SC1
Orbital gap ... 8.95 eV

Run x
Entry from the Open Molecules 2025 dataset: an isolated molecule of C5H7NS2 (wB97M-V/def2-TZVPD).

Each line ends with the natural charge from an NBO analysis.
CARTESIAN COORDINATES (ANGSTROEM)
C  2.236  -0.009  0.011  -0.6445
C  0.743  0.118  -0.166  -0.0298
C  0.143  1.260  -0.051  -0.3448
C  -1.298  1.564  -0.424  0.0676
C  -1.205  -1.716  0.254  -0.7164
H  2.665  0.988  0.152  0.2108
H  2.341  -0.569  0.894  0.2237
H  2.741  -0.738  -0.866  0.2278
H  0.895  1.921  0.223  0.2279
H  -1.667  2.693  -0.216  0.1973
H  -1.607  -2.643  0.148  0.2309
H  -1.066  -1.357  1.299  0.2298
N  -2.405  0.894  -0.531  -0.5444
S  -2.808  -0.772  -0.098  0.3845
S  0.293  -1.632  -0.628  0.2798

Properties
SMILES string ... CC1=CC=NSCS1
Orbital gap ... 8.70 eV

Q: Which of them is the least stable? A: run x.

Run w
Entry from the Open Molecules 2025 dataset: a structure of composition C6H17N3 (wB97M-V/def2-TZVPD).

Each line ends with the natural charge from an NBO analysis.
CARTESIAN COORDINATES (ANGSTROEM)
C  1.603  0.441  -0.590  0.0851
N  1.154  0.471  -1.992  -0.8866
N  2.796  -0.390  -0.499  -0.8978
H  1.799  0.973  -2.598  0.3741
H  1.043  -0.486  -2.314  0.3604
H  2.665  -1.222  0.066  0.3809
H  3.648  0.079  -0.204  0.3663
H  1.879  1.479  -0.356  0.1619
H  -0.588  0.593  -0.987  0.4529
C  -1.670  -1.202  -1.000  -0.4144
C  -2.450  0.785  0.205  -0.4095
C  0.336  1.084  1.769  -0.6873
N  -1.322  0.101  -0.431  -0.5789
C  0.293  -0.078  0.811  0.1758
C  0.375  -1.324  1.301  -0.7187
H  -1.887  -1.907  -0.191  0.2055
H  -2.558  -1.114  -1.625  0.1904
H  -2.702  0.273  1.140  0.1990
H  -2.187  1.820  0.406  0.2079
H  -3.321  0.782  -0.451  0.1863
H  -0.815  -1.599  -1.542  0.2023
H  1.334  1.210  2.187  0.2279
H  0.080  2.005  1.246  0.2036
H  -0.346  0.944  2.611  0.2162
H  0.399  -2.203  0.677  0.1925
H  0.444  -1.514  2.361  0.2041

Properties
Orbital gap ... 7.70 eV

Run x
Entry from the Open Molecules 2025 dataset: a cluster of 3 separate species, C6H17N3 in total (wB97M-V/def2-TZVPD).

Each line ends with the natural charge from an NBO analysis.
CARTESIAN COORDINATES (ANGSTROEM)
C  0.113  -1.158  -0.445  0.4406
C  0.240  1.299  0.240  0.1368
C  -0.450  -0.754  0.767  -0.3183
C  -0.750  -1.449  -1.629  -0.6913
C  0.248  1.716  -1.204  -0.6638
C  -0.747  2.071  1.082  -0.6604
N  1.425  -1.343  -0.561  -0.7617
N  1.584  1.241  0.766  -0.8941
N  -0.864  -2.936  1.003  -1.1564
H  1.819  -1.536  -1.467  0.3909
H  2.021  -0.868  0.111  0.4264
H  1.600  1.300  1.777  0.3660
H  2.188  1.977  0.402  0.3589
H  -0.146  -3.182  1.688  0.3106
H  -1.725  -2.887  1.554  0.3136
H  -1.502  -0.546  0.820  0.2245
H  0.136  -0.696  1.667  0.2178
H  -1.040  -2.498  -1.552  0.2892
H  -1.656  -0.846  -1.599  0.2319
H  -0.228  -1.267  -2.570  0.2090
H  0.574  2.767  -1.312  0.1931
H  -0.747  1.645  -1.647  0.2173
H  0.933  1.109  -1.802  0.2046
H  -0.499  3.145  1.105  0.1961
H  -1.762  1.978  0.688  0.2137
H  -0.763  1.717  2.117  0.2051

Properties
Orbital gap (spin up / spin down) ... 6.64 / 6.19 eV

Q: Which of them is the least stable? A: run x.

Run w
Entry from the Open Molecules 2025 dataset: the ion C2H3N2O2 with charge +1 (wB97M-V/def2-TZVPD).

Each line ends with the natural charge from an NBO analysis.
CARTESIAN COORDINATES (ANGSTROEM)
C  -0.145  -0.309  0.945  -0.0924
C  -0.988  -0.710  -0.007  0.0972
N  0.846  0.432  0.223  -0.2991
N  0.444  0.553  -1.030  0.5900
O  1.116  1.180  -1.837  -0.2206
O  -0.633  -0.223  -1.186  -0.1646
H  -0.210  -0.534  2.012  0.2995
H  -1.962  -1.330  0.115  0.3034
H  1.533  0.942  0.766  0.4867

Properties
SMILES string ... O=[n+]1[nH]cco1
Orbital gap ... 9.48 eV
Total charge ... +1

Run x
Entry from the Open Molecules 2025 dataset: a cluster of 2 separate species, C2H3N2O2 in total (wB97M-V/def2-TZVPD).

Each line ends with the natural charge from an NBO analysis.
CARTESIAN COORDINATES (ANGSTROEM)
C  -0.680  -0.235  -0.100  0.7426
C  1.901  0.448  0.150  1.0167
N  0.145  -0.926  0.287  -0.4641
N  -1.799  0.215  -0.157  -0.7462
O  2.307  -0.556  -0.213  -0.5390
O  1.636  1.496  0.440  -0.4560
H  0.818  -1.611  -0.042  0.5090
H  -2.433  0.396  0.601  0.4855
H  -1.895  0.773  -0.966  0.4515

Properties
Orbital gap ... 11.30 eV
Total charge ... +1

Q: Which of them is the least stable? A: run w.